DFT (ωB97M-V/def2-TZVPD) results for a cluster of 2 separate species, C6H10N2 in total.

XYZ file:
```
18
Properties=species:S:1:pos:R:3:forces:R:3
C -0.53066 1.90539 -0.32528 -0.470 -0.114 -0.227
C -1.94470 -0.24157 1.05623 -0.259 -1.587 -0.062
C -0.63501 -0.36966 0.70416 0.072 -0.423 1.381
C 0.19561 -1.68875 1.10289 -0.649 2.535 0.875
C 1.50187 0.65986 -0.04328 3.122 0.118 0.115
C 0.07359 0.70008 0.11695 -1.217 -0.194 -0.858
N -0.95157 2.84863 -0.84367 0.008 0.002 0.317
N -0.15512 -0.22000 -2.47499 0.154 1.896 0.011
H -2.60060 0.63631 0.94526 0.573 -0.560 -0.070
H -2.33315 -1.23587 1.35683 -0.501 1.147 0.194
H 0.56878 -1.94428 0.12314 0.490 -1.015 0.069
H 1.05751 -1.26094 1.77476 -1.530 -1.347 -1.167
H -0.43414 -2.49907 1.62875 1.089 1.479 -1.001
H 1.91903 -0.33158 -0.32754 -0.362 0.406 0.919
H 1.98199 1.29198 -0.81150 -0.822 0.281 0.313
H 1.88087 1.04975 0.93964 0.468 -0.694 -0.692
H 0.85424 -0.10144 -2.24535 -0.635 -0.112 -0.401
H -0.44853 0.80117 -2.67699 0.470 -1.819 0.285
```
Forces are in eV/Å.

Properties
- ΔE to the lowest compared entry with this formula, charge and spin (kcal per mole) = 110.7
- maximum force (hartree/bohr) = 0.06081
- frontier orbital gap (spin up / spin down) (Ha) = 0.282 / 0.334
- E_HOMO (spin up / spin down) (eV) = -8.22 / -10.21
- 2S+1 = 1